Run i
{
  "formula": "C9H17N4",
  "method": "ωB97M-V/def2-TZVPD",
  "species": ["C", "C", "C", "C", "C", "C", "C", "C", "C", "N", "N", "N", "N", "H", "H", "H", "H", "H", "H", "H", "H", "H", "H", "H", "H", "H", "H", "H", "H", "H"],
  "xyz": [[-2.295, -0.111, -1.007], [-1.178, 0.248, -0.115], [-3.488, -0.055, -0.043], [2.129, -1.220, 1.530], [1.894, 0.313, 1.647], [1.592, -1.529, 0.116], [1.747, 0.790, 0.338], [1.766, 2.177, -0.142], [1.426, -0.027, -1.863], [-3.167, 0.304, 1.142], [-1.793, 0.478, 1.069], [-4.596, -0.728, -0.379], [1.641, -0.165, -0.510], [-2.146, -1.125, -1.388], [3.233, -1.606, 1.673], [1.561, -1.729, 2.366], [0.920, 0.591, 1.960], [2.515, 0.794, 2.385], [2.200, -2.328, -0.368], [0.629, -1.953, -0.138], [0.762, 2.281, -0.555], [2.371, 2.344, -0.889], [1.965, 2.859, 0.620], [1.047, -0.959, -2.213], [0.718, 0.793, -2.067], [2.382, 0.291, -2.261], [-1.401, 0.889, 1.870], [-4.534, -1.210, -1.189], [-5.300, -0.822, 0.249], [-2.601, 0.414, -1.840]],
  "homo_lumo_gap_ev": 9.02,
  "charge": 1
}


Run ii
{
  "formula": "C9H17N4",
  "method": "ωB97M-V/def2-TZVPD",
  "species": ["C", "C", "C", "C", "C", "C", "C", "C", "C", "N", "N", "N", "N", "H", "H", "H", "H", "H", "H", "H", "H", "H", "H", "H", "H", "H", "H", "H", "H", "H"],
  "xyz": [[-1.450, -2.925, 0.852], [-0.188, -2.886, 0.377], [0.419, -0.659, -0.556], [2.306, 0.241, 0.744], [2.507, -0.485, -1.758], [-1.223, 2.077, 1.361], [-2.516, 2.091, -0.692], [1.632, 0.159, -0.662], [-1.258, 1.551, -0.058], [-2.209, -1.796, 0.885], [-1.987, -0.604, 0.697], [-1.267, 0.079, -0.096], [0.574, -1.885, -0.150], [-1.908, -3.854, 1.041], [0.326, -3.874, 0.279], [2.572, -0.723, 0.995], [1.427, 0.494, 1.368], [3.207, 0.984, 0.679], [2.003, -0.566, -2.743], [2.903, -1.463, -1.444], [3.344, 0.096, -1.916], [-2.224, 2.208, 1.679], [-0.638, 1.483, 2.094], [-0.719, 2.989, 1.460], [-2.729, 1.390, -1.645], [-2.243, 3.024, -1.032], [-3.294, 2.072, 0.026], [1.482, 1.195, -0.923], [-0.411, 1.684, -0.626], [1.564, -2.098, -0.238]],
  "homo_lumo_gap_ev": [7.08, 7.08],
  "charge": 1
}


Energetically preferred structure: run i | next structure: +73.9 kcal/mol


Run i
{
  "formula": "C14H16N2O3S",
  "method": "ωB97M-V/def2-TZVPD",
  "species": ["C", "O", "C", "C", "C", "C", "C", "C", "O", "C", "H", "H", "H", "H", "C", "H", "H", "C", "C", "O", "N", "C", "N", "C", "C", "S", "H", "H", "H", "H", "H", "H", "H", "H", "H", "H"],
  "xyz": [[-0.250, 3.840, -3.651], [0.701, 2.811, -3.667], [0.898, 1.787, -2.736], [1.694, 0.888, -3.119], [1.801, -0.067, -2.268], [1.471, -0.016, -1.013], [0.711, 1.123, -0.613], [0.248, 1.909, -1.606], [-0.537, 2.984, -1.266], [-1.210, 2.950, 0.096], [-1.657, 1.939, -0.005], [-1.821, 3.774, -0.094], [-0.684, 3.051, 0.946], [0.289, 0.851, 0.330], [1.596, -1.298, -0.130], [1.730, -0.809, 0.970], [2.651, -1.562, -0.107], [0.723, -2.303, -0.269], [-0.729, -2.020, -0.261], [-1.280, -1.660, -1.243], [-1.325, -1.519, 0.884], [-0.580, -1.625, 2.159], [0.455, -2.253, 2.552], [0.674, -2.140, 3.930], [-0.635, -1.904, 4.462], [-1.795, -1.212, 3.633], [-0.747, -1.461, 5.778], [1.457, -2.766, 4.288], [-2.111, -1.022, 0.892], [0.871, -2.803, -1.204], [0.821, -3.252, 0.428], [2.572, -0.935, -2.671], [2.202, 0.888, -4.138], [-0.237, 4.663, -2.909], [-0.323, 4.411, -4.693], [-1.144, 3.197, -3.619]],
  "homo_lumo_gap_ev": 8.34,
  "charge": 0
}


Run ii
{
  "formula": "C14H16N2O3S",
  "method": "ωB97M-V/def2-TZVPD",
  "species": ["C", "O", "C", "C", "C", "C", "C", "C", "C", "N", "C", "C", "O", "N", "C", "S", "C", "C", "C", "O", "H", "H", "H", "H", "H", "H", "H", "H", "H", "H", "H", "H", "H", "H", "H", "H"],
  "xyz": [[3.802, -1.495, 0.626], [2.804, -0.994, -0.231], [2.357, 0.285, -0.037], [2.850, 1.145, 0.937], [2.325, 2.419, 1.071], [1.311, 2.854, 0.239], [0.822, 2.002, -0.737], [1.336, 0.724, -0.890], [0.721, -0.206, -1.906], [-0.486, -0.799, -1.345], [-0.334, -1.780, -0.292], [-0.976, -1.273, 0.993], [-0.446, -1.293, 2.081], [-2.224, -0.811, 0.763], [-2.977, -0.110, 1.762], [-3.703, 1.310, 0.888], [-3.957, 0.228, -0.553], [-2.766, -0.726, -0.584], [-1.675, -0.207, -1.544], [-1.898, 0.634, -2.389], [4.728, -0.918, 0.546], [3.986, -2.516, 0.295], [3.463, -1.507, 1.666], [3.635, 0.829, 1.604], [2.715, 3.071, 1.839], [0.899, 3.844, 0.349], [0.024, 2.323, -1.389], [0.413, 0.349, -2.794], [1.413, -1.003, -2.181], [0.725, -1.965, -0.120], [-0.816, -2.724, -0.583], [-3.785, -0.732, 2.163], [-2.320, 0.221, 2.565], [-4.904, -0.298, -0.434], [-3.975, 0.843, -1.451], [-3.084, -1.722, -0.927]],
  "smiles": "COc1ccccc1CN1CC(=O)N2CSC[C@H]2C1=O",
  "homo_lumo_gap_ev": 9.31,
  "charge": 0
}


Energetically preferred structure: run ii | next structure: +239.5 kcal/mol


Run i
{
  "formula": "C10H22Cl6NO",
  "method": "ωB97M-V/def2-TZVPD",
  "species": ["O", "C", "C", "C", "C", "N", "H", "H", "H", "H", "H", "H", "H", "H", "H", "H", "Cl", "C", "C", "Cl", "H", "H", "H", "H", "Cl", "C", "C", "Cl", "H", "H", "H", "H", "Cl", "C", "C", "Cl", "H", "H", "H", "H"],
  "xyz": [[1.531, 2.107, 0.723], [2.251, 1.731, 1.829], [3.189, 2.713, 2.515], [3.816, 1.765, 3.550], [4.040, 0.463, 2.728], [3.263, 0.664, 1.445], [0.585, 2.132, 0.912], [1.642, 1.243, 2.602], [3.988, 2.974, 1.810], [2.722, 3.611, 2.911], [4.736, 2.177, 3.960], [3.111, 1.542, 4.352], [3.577, -0.386, 3.234], [5.069, 0.177, 2.522], [3.874, 1.061, 0.733], [2.791, -0.180, 1.098], [3.017, -0.655, -1.520], [2.600, -2.390, -1.355], [1.534, -2.600, -0.316], [2.114, -2.202, 1.342], [3.519, -2.921, -1.123], [2.226, -2.722, -2.322], [1.231, -3.645, -0.297], [0.659, -1.984, -0.500], [-2.456, -3.513, 0.727], [-2.996, -1.824, 0.537], [-3.109, -1.412, -0.906], [-1.508, -1.380, -1.707], [-2.283, -1.199, 1.070], [-3.971, -1.737, 1.014], [-3.520, -0.408, -0.984], [-3.734, -2.096, -1.473], [-4.014, 1.760, -2.238], [-4.797, 1.485, -3.822], [-6.164, 0.872, -3.670], [-6.083, -0.797, -3.042], [-4.135, 0.849, -4.403], [-4.880, 2.455, -4.306], [-6.649, 0.825, -4.643], [-6.785, 1.448, -2.989]],
  "homo_lumo_gap_ev": 10.27,
  "charge": 1
}


Run ii
{
  "formula": "C10H22Cl6NO",
  "method": "ωB97M-V/def2-TZVPD",
  "species": ["O", "C", "C", "C", "C", "N", "H", "H", "H", "H", "H", "H", "H", "H", "H", "H", "Cl", "C", "C", "Cl", "H", "H", "H", "H", "Cl", "C", "C", "Cl", "H", "H", "H", "H", "Cl", "C", "C", "Cl", "H", "H", "H", "H"],
  "xyz": [[-0.289, -2.167, -1.482], [-1.325, -2.895, -0.911], [-1.783, -4.234, -1.603], [-2.767, -4.699, -0.431], [-3.532, -3.305, -0.239], [-2.672, -2.210, -0.821], [0.465, -2.313, -0.906], [-1.097, -3.202, 0.134], [-2.482, -4.044, -2.442], [-1.015, -5.000, -1.779], [-3.357, -5.539, -0.827], [-2.234, -4.932, 0.507], [-3.445, -3.130, 0.857], [-4.613, -3.269, -0.440], [-3.006, -2.062, -1.774], [-2.464, -1.392, -0.235], [-2.812, 1.067, -1.575], [-3.192, 2.188, -0.244], [-2.472, 1.794, 1.023], [-3.091, 0.255, 1.692], [-4.272, 2.200, -0.110], [-2.876, 3.182, -0.558], [-2.621, 2.557, 1.786], [-1.401, 1.681, 0.858], [0.833, 2.115, 3.919], [1.884, 1.279, 2.746], [2.248, 2.158, 1.573], [0.839, 2.505, 0.534], [1.372, 0.374, 2.423], [2.788, 0.989, 3.281], [2.990, 1.654, 0.942], [2.666, 3.107, 1.898], [4.107, 1.449, -0.971], [4.864, 2.962, -1.539], [5.949, 3.448, -0.605], [5.296, 4.007, 0.956], [4.078, 3.705, -1.662], [5.292, 2.752, -2.519], [6.466, 4.296, -1.052], [6.680, 2.668, -0.403]],
  "homo_lumo_gap_ev": 9.95,
  "charge": 1
}


Energetically preferred structure: run i | next structure: +26.9 kcal/mol


Run i
{
  "formula": "C3H3Br3O",
  "method": "ωB97M-V/def2-TZVPD",
  "species": ["C", "C", "C", "O", "Br", "Br", "Br", "H", "H", "H"],
  "xyz": [[-1.006, 1.486, 0.499], [-0.917, 0.322, -0.146], [1.162, -0.847, 0.303], [1.824, -0.941, -0.833], [-2.436, 2.764, 0.146], [-1.537, -0.409, -1.762], [0.242, -2.390, 0.844], [-0.479, 1.687, 1.403], [1.879, -0.515, 1.194], [1.269, -1.157, -1.648]],
  "homo_lumo_gap_ev": [7.87, 7.85],
  "charge": 0
}


Run ii
{
  "formula": "C3H3Br3O",
  "method": "ωB97M-V/def2-TZVPD",
  "species": ["C", "C", "C", "O", "Br", "Br", "Br", "H", "H", "H"],
  "xyz": [[0.796, 0.609, 1.084], [-0.193, 0.593, 0.020], [-0.501, -0.757, -0.904], [0.876, 1.415, -0.055], [-1.445, -0.243, -2.395], [1.109, -1.832, -1.350], [-1.623, -1.976, 0.288], [0.507, 1.166, 1.901], [1.655, -0.073, 1.118], [-1.183, 1.098, 0.294]],
  "homo_lumo_gap_ev": 10.08,
  "charge": 0
}


Energetically preferred structure: run ii | next structure: +45.9 kcal/mol